Entry from the Open Molecules 2025 dataset: a structure of composition C20H40O40S10 (wB97M-V/def2-TZVPD).

Results
- frontier orbital gap (Ha) = 0.4059
- HOMO (eV) = -11.06

Last column: Mulliken charge in e.
CARTESIAN COORDINATES (ANGSTROEM)
C1 1.166 0.454 -0.460  0.489
C2 0.731 -0.967 -0.734  0.782
O1 0.361 -1.560 0.528  -0.272
S1 0.165 -0.450 1.688  1.128
O2 0.602 -0.922 2.950  -0.658
O3 -1.159 0.116 1.623  -0.387
O4 1.298 0.502 0.945  -0.154
H1 0.326 1.082 -0.792  -0.295
H2 1.999 0.886 -1.006  0.128
H3 1.575 -1.574 -1.054  -0.930
H4 -0.011 -1.086 -1.521  0.247
C3 4.494 3.515 1.195  -0.178
C4 4.178 2.102 0.681  0.146
O5 5.451 1.466 0.835  -0.368
S2 6.672 2.465 0.433  1.075
O6 6.879 2.464 -1.004  -0.525
O7 7.746 2.241 1.338  -0.536
O8 5.825 3.782 0.790  -0.379
H5 4.480 3.606 2.281  0.352
H6 3.805 4.220 0.731  0.210
H7 3.844 2.074 -0.358  -0.088
H8 3.473 1.542 1.289  0.219
C5 0.792 3.662 1.590  0.153
C6 -0.551 4.175 2.141  -0.134
O9 -0.938 4.933 1.002  -0.163
S3 0.270 5.887 0.594  1.003
O10 0.309 7.010 1.504  -0.577
O11 0.237 6.143 -0.813  -0.550
O12 1.429 4.870 1.139  -0.249
H9 0.621 3.013 0.732  -0.520
H10 1.353 3.144 2.365  0.674
H11 -0.447 4.763 3.053  0.320
H12 -1.309 3.405 2.272  0.053
C7 -1.563 -3.897 0.283  0.372
C8 -1.931 -5.303 -0.161  -0.184
O13 -2.969 -5.753 0.695  -0.391
S4 -3.332 -4.618 1.790  1.032
O14 -3.574 -5.284 3.029  -0.579
O15 -4.302 -3.680 1.289  -0.455
O16 -1.878 -3.947 1.693  -0.310
H13 -2.161 -3.073 -0.100  0.046
H14 -0.503 -3.724 0.113  -0.069
H15 -1.123 -6.033 -0.223  0.277
H16 -2.297 -5.269 -1.194  0.258
C9 -4.153 0.329 3.445  0.088
C10 -5.591 0.416 2.913  -0.362
O17 -5.602 1.759 2.411  -0.361
S5 -4.760 2.774 3.390  0.996
O18 -5.570 3.387 4.388  -0.553
O19 -3.930 3.479 2.456  -0.431
O20 -3.960 1.562 4.117  -0.293
H17 -3.565 0.396 2.521  -0.059
H18 -3.805 -0.479 4.078  0.387
H19 -6.358 0.362 3.683  0.359
H20 -5.649 -0.309 2.106  0.225
C11 5.735 0.035 -5.265  -0.394
C12 6.165 -1.182 -4.422  -0.306
O21 5.107 -1.384 -3.482  -0.325
S6 3.774 -0.534 -3.825  0.992
O22 3.613 0.490 -2.835  -0.417
O23 2.648 -1.390 -4.048  -0.554
O24 4.331 -0.064 -5.239  -0.300
H21 6.008 0.043 -6.319  0.313
H22 6.164 0.952 -4.851  0.276
H23 7.067 -0.956 -3.856  0.293
H24 6.419 -2.021 -5.069  0.293
C13 -0.421 3.437 -2.521  0.380
C14 -1.756 3.259 -3.169  -0.414
O25 -1.725 2.127 -4.011  -0.347
S7 -0.219 1.478 -4.159  0.840
O26 0.314 1.460 -5.490  -0.593
O27 -0.203 0.192 -3.521  -0.255
O28 0.498 2.610 -3.232  -0.249
H25 -0.366 3.362 -1.429  -0.450
H26 -0.084 4.479 -2.538  0.381
H27 -1.998 4.158 -3.737  0.303
H28 -2.504 3.049 -2.403  0.333
C15 -1.912 -0.341 6.625  -0.015
C16 -0.843 -0.882 5.707  0.136
O29 0.335 -0.266 6.230  -0.337
S8 -0.004 1.279 6.675  1.012
O30 0.103 2.142 5.518  -0.401
O31 0.635 1.678 7.892  -0.575
O32 -1.573 1.004 6.940  -0.294
H29 -1.882 -0.949 7.531  0.315
H30 -2.821 -0.170 6.050  -0.019
H31 -0.985 -0.471 4.703  -0.232
H32 -0.814 -1.966 5.687  0.475
C17 -5.575 -1.059 -2.872  -0.435
C18 -5.482 -1.160 -1.349  -0.399
O33 -4.497 -2.210 -1.271  -0.198
S9 -3.260 -1.825 -2.204  1.020
O34 -2.743 -3.073 -2.685  -0.661
O35 -2.310 -0.946 -1.561  -0.181
O36 -4.218 -1.034 -3.281  -0.340
H33 -6.100 -0.134 -3.111  0.381
H34 -6.033 -1.943 -3.314  0.305
H35 -6.324 -1.483 -0.748  0.368
H36 -4.941 -0.299 -0.943  0.240
C19 1.390 -4.311 -3.330  -0.100
C20 2.534 -5.326 -3.443  -0.380
O37 3.398 -5.201 -2.307  -0.335
S10 2.967 -3.987 -1.357  0.992
O38 3.825 -2.846 -1.565  -0.391
O39 2.726 -4.420 -0.020  -0.611
O40 1.499 -3.776 -2.021  -0.084
H37 0.391 -4.735 -3.417  0.357
H38 1.516 -3.565 -4.113  0.038
H39 3.122 -5.031 -4.313  0.274
H40 2.217 -6.355 -3.592  0.266

---

Entry from the Open Molecules 2025 dataset: a cluster of 2 separate species, C2HClF2O in total (wB97M-V/def2-TZVPD).

Results
- frontier orbital gap (alpha / beta) (Ha) = 0.3300 / 0.3097
- HOMO (alpha / beta) (eV) = -8.83 / -9.15

Last column: Mulliken charge in e.
CARTESIAN COORDINATES (ANGSTROEM)
C1 1.710 0.891 -0.117  0.371
C2 -1.360 -0.455 0.026  0.121
O1 1.921 2.055 0.092  -0.348
F1 -1.398 -1.336 -0.952  -0.164
F2 -1.393 -1.068 1.268  -0.183
Cl1 2.552 -0.546 -0.097  -0.034
H1 -2.033 0.459 -0.220  0.237

---

Entry from the Open Molecules 2025 dataset: a structure of composition C23H17IrN4O8SSe (wB97M-V/def2-TZVPD).

Results
- net charge = -1
- frontier orbital gap (alpha / beta) (Ha) = 0.1601 / 0.1791
- spin multiplicity = 2
- HOMO (alpha / beta) (eV) = -4.69 / -4.72

Last column: Mulliken charge in e.
CARTESIAN COORDINATES (ANGSTROEM)
Ir1 0.081 0.612 -0.543  1.527
O1 2.039 -2.443 5.619  -0.712
C1 2.553 -1.406 5.214  0.418
O2 3.421 -0.664 5.659  -0.719
C2 1.934 -0.890 3.844  -0.472
C3 0.797 -1.490 3.332  -0.784
C4 0.212 -0.947 2.190  0.554
N1 0.766 0.097 1.575  -0.122
C5 1.847 0.697 2.065  0.933
C6 2.463 0.228 3.222  -0.677
C7 2.248 1.928 1.372  0.392
C8 3.469 2.559 1.597  -0.820
C9 3.737 3.748 0.943  -0.482
C10 2.779 4.280 0.094  -0.844
C11 1.594 3.581 -0.073  -0.385
N2 1.335 2.440 0.538  -0.208
C12 -1.110 -1.327 1.659  0.892
C13 -1.908 -2.277 2.304  -0.921
C14 -3.250 -2.424 1.900  -0.379
C15 -3.740 -1.660 0.900  -1.592
C16 -2.864 -0.729 0.132  0.364
N3 -1.516 -0.622 0.622  0.072
H1 0.383 -2.336 3.859  0.600
H2 3.312 0.715 3.674  0.528
H3 4.201 2.116 2.254  0.397
H4 4.676 4.257 1.099  0.440
H5 2.948 5.207 -0.434  0.414
H6 0.807 3.959 -0.711  0.698
H7 -1.519 -2.859 3.119  0.359
H8 -3.881 -3.132 2.418  0.413
H9 -4.774 -1.709 0.591  0.386
H10 -3.290 0.291 0.167  0.388
O3 -3.241 2.123 -2.727  -0.703
C17 -2.596 1.362 -2.015  -0.089
O4 -1.873 1.720 -1.031  -0.798
C18 -2.670 -0.134 -2.333  1.701
C19 -2.639 -0.524 -3.668  -0.795
C20 -2.775 -1.853 -4.019  -0.611
C21 -2.943 -2.814 -3.038  -0.797
C22 -2.960 -2.440 -1.708  -0.324
C23 -2.831 -1.105 -1.349  -0.294
S1 0.235 -1.650 -1.829  0.252
H11 -2.518 0.233 -4.427  0.477
H12 -2.765 -2.138 -5.059  0.396
H13 -3.048 -3.856 -3.306  0.366
H14 -3.092 -3.184 -0.937  0.415
O5 2.631 0.253 -3.617  -0.776
Se1 2.934 -0.440 -2.229  1.043
O6 4.377 -1.019 -2.119  -0.661
O7 2.477 0.433 -0.977  -0.284
O8 1.816 -1.883 -2.160  -0.415
N4 0.377 1.660 -2.680  -0.583
H15 -0.490 1.854 -3.166  0.270
H16 0.973 1.072 -3.267  0.318
H17 0.872 2.532 -2.541  0.234

---

Entry from the Open Molecules 2025 dataset: a structure of composition C9H7IrNO4S (wB97M-V/def2-TZVPD).

Results
- net charge = +3
- frontier orbital gap (alpha / beta) (Ha) = 0.1948 / 0.1962
- spin multiplicity = 5
- HOMO (alpha / beta) (eV) = -17.26 / -21.33

Last column: Mulliken charge in e.
CARTESIAN COORDINATES (ANGSTROEM)
Ir1 0.005 1.240 0.716  0.943
C1 -0.034 1.772 2.581  0.287
O1 -0.113 1.927 3.728  -0.237
C2 -0.070 3.064 0.109  0.448
O2 -0.196 4.128 -0.341  -0.247
C3 -1.878 0.830 0.356  0.211
O3 -3.018 0.654 0.198  -0.275
C4 1.809 0.764 0.121  0.267
O4 2.913 0.577 -0.176  -0.276
C5 -0.081 -0.407 -3.328  -0.160
H1 0.852 -0.968 -3.185  0.343
H2 -1.015 -0.959 -3.164  0.338
C6 -0.080 0.897 -3.660  -0.194
H3 -1.014 1.463 -3.775  0.331
H4 0.854 1.456 -3.803  0.333
S1 -0.574 -3.406 1.185  0.158
C7 0.653 -2.880 2.304  -0.184
C8 0.774 -1.500 2.305  -0.178
N1 -0.041 -0.914 1.335  -0.102
C9 -0.786 -1.776 0.650  0.010
H5 1.196 -3.587 2.914  0.456
H6 1.350 -0.902 3.039  0.401
H7 -1.506 -1.473 -0.111  0.325